# 1
# C42H54F24IN2O8PS

A 4-piece molecular cluster, C42H54F24IN2O8PS overall at a distorted geometry (ωB97M-V/def2-TZVPD, OMol25).

## Properties
* HOMO-LUMO gap: 7.5765 eV
* HOMO energy: -9.0 eV
* SMILES: COCCCCCCCCCCN1C(=O)c2c(S)c([PH2]=N)c(CCCCCOC)c(CC(=O)I)c2C1=O.FC(F)C(F)(F)COC(F)(F)C(F)F.FC(F)C(F)(F)COC(F)(F)C(F)F.FC(F)C(F)(F)COC(F)(F)C(F)F
* E_tot: -157221.53839 eV
* LUMO energy: -1.419 eV
* strongest force on any atom: 6.0 eV/Å
* net charge: 0

Each line ends with the Löwdin charge.
Atoms and positions in Å:
C (10.238, -2.075, -0.781)  -0.12
O (8.976, -2.296, -1.462)  -0.24
C (8.331, -1.054, -1.844)  -0.22
C (6.743, -1.120, -1.467)  -0.17
C (6.112, 0.317, -1.120)  -0.22
C (5.251, 0.961, -2.344)  -0.21
C (4.534, 2.302, -1.798)  -0.21
C (2.992, 2.458, -2.313)  -0.21
C (1.932, 2.471, -1.090)  -0.21
C (0.509, 3.123, -1.488)  -0.21
C (-0.269, 3.760, -0.210)  -0.15
C (-1.760, 3.125, -0.012)  -0.15
N (-1.924, 2.653, 1.415)  -0.02
C (-3.231, 3.001, 2.054)  -0.29
O (-3.471, 3.874, 2.920)  0.07
C (-4.332, 2.004, 1.477)  -0.04
C (-5.875, 2.080, 1.412)  -0.46
S (-6.737, 3.560, 2.095)  0.74
C (-6.601, 0.845, 0.731)  -0.23
P (-8.506, 0.835, 0.587)  0.73
N (-9.159, -0.568, 1.039)  -0.34
C (-5.712, -0.341, 0.187)  -0.07
C (-6.347, -1.621, -0.554)  -0.14
C (-6.111, -1.392, -2.154)  -0.19
C (-7.071, -0.268, -2.781)  -0.20
C (-8.569, -0.755, -3.104)  -0.17
C (-8.666, -2.089, -3.994)  -0.22
O (-8.556, -1.779, -5.416)  -0.23
C (-7.155, -1.698, -5.804)  -0.12
C (-4.139, -0.360, 0.329)  -0.05
C (-3.222, -1.588, -0.180)  -0.12
C (-3.002, -2.523, 1.137)  -0.74
O (-2.373, -2.038, 2.118)  -0.05
I (-3.797, -4.543, 1.262)  0.79
C (-3.415, 0.841, 0.985)  0.03
C (-1.873, 1.163, 1.245)  -0.29
O (-0.872, 0.412, 1.323)  0.10
H (10.056, -2.291, 0.341)  0.10
H (10.980, -2.888, -1.137)  0.10
H (10.676, -1.032, -0.917)  0.07
H (8.386, -0.965, -2.993)  0.13
H (8.757, -0.138, -1.307)  0.11
H (6.698, -1.784, -0.520)  0.12
H (6.183, -1.695, -2.282)  0.11
H (6.973, 1.002, -0.809)  0.11
H (5.431, 0.185, -0.197)  0.11
H (4.523, 0.156, -2.705)  0.10
H (6.006, 1.180, -3.183)  0.11
H (5.183, 3.186, -2.165)  0.11
H (4.610, 2.314, -0.656)  0.10
H (2.960, 3.428, -2.940)  0.11
H (2.821, 1.601, -3.055)  0.10
H (2.401, 3.082, -0.234)  0.11
H (1.804, 1.365, -0.780)  0.12
H (0.755, 4.011, -2.192)  0.11
H (-0.143, 2.408, -2.102)  0.11
H (-0.367, 4.907, -0.309)  0.11
H (0.323, 3.459, 0.727)  0.11
H (-1.804, 2.243, -0.763)  0.12
H (-2.582, 3.855, -0.347)  0.14
H (-7.887, 3.661, 1.298)  -0.13
H (-8.858, 1.082, -0.800)  0.00
H (-9.111, 1.845, 1.436)  0.00
H (-9.824, -0.439, 1.814)  -0.04
H (-5.805, -2.542, -0.153)  0.07
H (-7.470, -1.739, -0.388)  0.09
H (-6.106, -2.384, -2.724)  0.10
H (-5.031, -0.980, -2.238)  0.10
H (-7.158, 0.564, -1.977)  0.07
H (-6.574, 0.247, -3.690)  0.12
H (-9.053, 0.086, -3.738)  0.13
H (-9.161, -0.812, -2.116)  0.09
H (-7.935, -2.908, -3.679)  0.12
H (-9.729, -2.515, -3.857)  0.13
H (-6.904, -0.641, -6.185)  0.10
H (-7.017, -2.459, -6.665)  0.10
H (-6.424, -1.982, -4.948)  0.06
H (-2.218, -1.105, -0.489)  0.14
H (-3.719, -2.159, -1.034)  0.09
C (-2.280, -5.331, -5.688)  -0.04
C (-3.467, -4.455, -5.236)  -0.43
C (-3.271, -2.938, -5.339)  -0.29
F (-2.226, -2.486, -4.625)  0.10
F (-4.367, -2.291, -4.859)  0.06
F (-3.831, -4.822, -3.983)  0.12
F (-4.525, -4.779, -6.038)  0.10
O (-1.369, -5.799, -4.677)  0.03
C (-0.361, -4.908, -4.242)  -0.50
C (-0.562, -4.430, -2.795)  -0.27
F (-1.790, -3.906, -2.592)  0.08
F (0.331, -3.460, -2.480)  0.10
F (-0.257, -3.896, -5.127)  0.13
F (0.803, -5.589, -4.325)  0.15
H (-2.720, -6.251, -6.085)  0.15
H (-1.745, -4.893, -6.536)  0.15
H (-3.134, -2.630, -6.379)  0.18
H (-0.435, -5.257, -2.093)  0.18
C (15.090, -0.737, 2.757)  -0.04
C (14.299, -0.529, 1.448)  -0.43
C (12.844, -0.068, 1.598)  -0.29
F (12.088, -0.914, 2.318)  0.09
F (12.253, 0.025, 0.377)  0.08
F (14.385, -1.654, 0.699)  0.13
F (14.957, 0.438, 0.741)  0.10
O (15.160, -2.072, 3.293)  0.03
C (14.059, -2.528, 4.054)  -0.50
C (13.265, -3.642, 3.356)  -0.27
F (12.879, -3.295, 2.111)  0.09
F (12.135, -3.932, 4.047)  0.10
F (13.299, -1.472, 4.405)  0.13
F (14.576, -3.009, 5.208)  0.14
H (16.131, -0.500, 2.519)  0.15
H (14.810, -0.012, 3.527)  0.14
H (12.793, 0.920, 2.065)  0.17
H (13.864, -4.552, 3.276)  0.18
C (-5.032, 3.813, 5.690)  -0.05
C (-5.218, 2.951, 6.957)  -0.43
C (-6.638, 2.881, 7.530)  -0.30
F (-7.141, 4.083, 7.863)  0.09
F (-6.650, 2.136, 8.667)  0.09
F (-4.327, 3.352, 7.896)  0.13
F (-4.855, 1.676, 6.623)  0.10
O (-4.582, 5.169, 5.870)  0.04
C (-5.550, 6.136, 6.219)  -0.50
C (-5.379, 6.669, 7.650)  -0.27
F (-5.335, 5.680, 8.565)  0.09
F (-6.420, 7.470, 7.992)  0.09
F (-6.780, 5.635, 5.981)  0.13
F (-5.393, 7.157, 5.345)  0.14
H (-4.223, 3.345, 5.122)  0.13
H (-5.899, 3.763, 5.026)  0.11
H (-7.323, 2.408, 6.820)  0.17
H (-4.456, 7.246, 7.740)  0.17

# 2
# C6H14N3O6P2S5SbY

C6H14N3O6P2S5SbY as an isolated structure (ωB97M-V/def2-TZVPD, OMol25).

## Properties
* HOMO-LUMO gap: 7.4124 eV
* HOMO energy: -5.1 eV
* E_tot: -103555.48275 eV
* LUMO energy: 2.355 eV
* strongest force on any atom: 0.2 eV/Å
* net charge: -1

Each line ends with the natural charge from an NBO analysis.
Atoms and positions in Å:
Y (0.300, 0.306, -0.381)  1.64
S (3.001, 0.726, -0.749)  -0.88
Sb (1.921, 2.421, -1.998)  1.39
S (0.349, 1.040, -3.109)  -0.88
S (0.501, 3.138, -0.229)  -0.92
S (3.082, 3.968, -3.134)  -0.76
N (-2.028, 2.690, 1.491)  -0.73
C (-2.569, 1.374, 1.972)  -0.65
C (-3.712, 1.643, 2.941)  -0.63
P (-3.031, 0.286, 0.579)  2.40
O (-4.373, 1.020, 0.057)  -1.01
O (-1.959, 0.476, -0.466)  -1.18
O (-3.316, -1.063, 1.131)  -1.14
P (-1.136, 0.581, 2.865)  2.43
O (-1.808, -0.730, 3.463)  -1.01
O (-0.728, 1.552, 3.899)  -1.13
O (-0.149, 0.190, 1.774)  -1.21
H (-2.775, 3.314, 1.188)  0.42
H (-1.349, 2.607, 0.691)  0.48
H (-1.505, 3.120, 2.265)  0.45
H (-4.502, 2.223, 2.457)  0.21
H (-3.345, 2.172, 3.822)  0.23
H (-4.140, 0.697, 3.265)  0.25
H (-4.888, 0.455, -0.530)  0.51
H (-2.278, -1.208, 2.744)  0.54
C (3.517, -3.639, -0.570)  -0.40
N (3.222, -2.847, -1.746)  -0.35
C (4.127, -2.466, -2.723)  -0.08
C (3.471, -1.640, -3.563)  -0.05
N (2.178, -1.546, -3.109)  -0.54
C (2.037, -2.251, -1.978)  0.31
S (0.639, -2.411, -0.999)  -0.31
H (4.491, -4.104, -0.703)  0.20
H (2.756, -4.404, -0.439)  0.23
H (3.530, -3.001, 0.313)  0.23
H (5.146, -2.807, -2.716)  0.22
H (3.814, -1.096, -4.423)  0.24
H (1.512, -0.789, -3.355)  0.47

Q: What is the HOMO-LUMO gap in the first record?
A: 7.5765 eV